No. 1
Below is a molecular structure, C21H20F36N7O24S12 in a non-equilibrium geometry, with properties calculated with ωB97M-V with the def2-TZVPD basis set.

Its total energy is -11374.310271 a.u. For the LUMO energy, the calculation gives 6.41 eV. For the HOMO energy, the calculation gives -2.1 eV. Its frontier orbital gap is 8.48 eV. Its total charge is -5.

CARTESIAN COORDINATES (ANGSTROEM)
C 1.00 3.38 1.71
C 0.77 2.11 0.76
C 0.72 0.80 1.56
N 0.45 -0.45 0.70
C -0.95 -0.24 -0.10
C -2.18 -0.10 0.80
C -2.34 -1.35 1.54
C -1.09 -1.83 2.32
C 0.30 -1.68 1.63
C 1.42 -0.83 -0.45
H 1.98 3.56 2.15
H 0.25 3.39 2.50
H 1.00 4.30 1.12
H 1.39 2.22 -0.13
H -0.23 2.24 0.34
H -0.17 0.85 2.18
H 1.61 0.40 2.06
H -0.71 0.57 -0.79
H -1.00 -0.98 -0.89
H -2.24 0.83 1.37
H -2.96 -0.09 0.04
H -3.20 -1.31 2.20
H -2.73 -2.04 0.79
H -0.95 -1.33 3.29
H -1.07 -2.86 2.67
H 1.06 -1.93 2.37
H 0.38 -2.52 0.95
H 1.51 0.03 -1.11
H 1.15 -1.77 -0.94
H 2.36 -0.99 0.08
C 4.90 -4.19 6.42
F 4.94 -4.00 7.74
F 5.13 -5.47 6.13
F 3.75 -3.76 5.93
S 6.41 -3.22 5.76
O 7.43 -3.50 6.82
O 6.73 -3.65 4.38
N 5.74 -1.54 5.89
S 6.67 -0.73 4.93
O 8.10 -0.95 4.95
O 6.09 -0.78 3.56
C 6.31 1.15 5.51
F 5.00 1.36 5.70
F 6.78 1.33 6.75
F 6.81 2.02 4.54
C -1.89 -3.50 9.41
F -1.86 -3.43 8.08
F -2.75 -4.46 9.74
F -0.73 -3.72 9.93
S -2.63 -1.85 10.23
O -4.05 -2.06 10.38
O -1.83 -1.77 11.50
N -1.96 -0.60 9.24
S -3.24 0.17 8.85
O -4.27 -0.48 8.02
O -3.76 0.86 9.97
C -2.63 1.43 7.56
F -2.69 1.02 6.28
F -3.35 2.48 7.53
F -1.35 1.79 7.77
C -5.56 6.45 -0.93
F -5.27 5.85 0.31
F -4.85 5.87 -1.85
F -6.87 6.34 -1.29
S -4.83 8.26 -0.87
O -4.21 8.42 0.43
O -3.93 8.48 -2.00
N -6.25 9.17 -0.72
S -6.55 9.65 -2.23
O -5.62 10.64 -2.68
O -6.91 8.63 -3.19
C -8.22 10.54 -2.07
F -8.75 10.85 -3.25
F -9.06 9.70 -1.38
F -8.12 11.67 -1.34
C -3.18 -8.61 -1.37
F -3.14 -8.57 -0.08
F -3.40 -9.86 -1.69
F -4.11 -7.87 -1.78
S -1.36 -8.06 -2.16
O -1.27 -6.60 -2.02
O -0.40 -8.72 -1.27
N -1.46 -8.42 -3.86
S -0.36 -9.46 -4.04
O 1.00 -8.88 -4.14
O -0.36 -10.74 -3.28
C -0.56 -9.85 -5.99
F -1.79 -10.26 -6.31
F -0.16 -8.87 -6.66
F 0.22 -10.88 -6.25
C 0.05 -2.40 -9.12
F -0.27 -3.39 -9.89
F -0.03 -2.73 -7.82
F 1.31 -2.05 -9.40
S -1.28 -0.94 -9.37
O -0.48 0.24 -9.17
O -1.72 -1.04 -10.79
N -2.54 -1.49 -8.29
S -2.69 -0.29 -7.44
O -1.55 -0.03 -6.55
O -3.34 0.86 -8.04
C -4.08 -0.90 -6.15
F -4.35 0.12 -5.23
F -5.22 -1.27 -6.71
F -3.61 -1.93 -5.47
C 6.05 2.52 -6.08
F 6.16 1.35 -5.44
F 7.17 2.83 -6.81
F 5.05 2.58 -6.94
S 5.54 3.98 -4.86
O 5.46 5.17 -5.66
O 4.28 3.55 -4.20
N 6.91 3.98 -3.86
S 6.40 4.40 -2.51
O 5.50 5.57 -2.44
O 6.07 3.29 -1.60
C 8.02 5.10 -1.74
F 7.71 5.39 -0.51
F 9.03 4.12 -1.80
F 8.43 6.18 -2.38

Here are the Mulliken charges for atoms 1 to 8, given in e: -1.38, -0.41, -0.55, 0.03, -1.01, -0.67, -0.66, -0.69



No. 2
Below is a molecular structure, C21H20N2O7S5Se2W in a non-equilibrium geometry, with properties calculated with ωB97M-V with the def2-TZVPD basis set.

Its total energy is -8309.240181 a.u. Its relative energy (zero: lowest compared OMol25 entry of this formula, charge and spin) is 128.1 kcal/mol. For the LUMO energy (spin up / spin down), the calculation gives -2.24 / -2.24 eV. For the HOMO energy (spin up / spin down), the calculation gives -7.3 / -7.3 eV. Its frontier orbital gap (spin up / spin down) is 5.03 / 5.03 eV. Its total charge is 0.

CARTESIAN COORDINATES (ANGSTROEM)
W -0.14 0.61 0.34
O 1.05 6.33 -1.73
C 0.71 5.12 -1.22
C 0.94 3.91 -1.97
C 0.66 2.71 -1.40
N 0.20 2.53 -0.11
C -0.23 3.73 0.55
C 0.12 5.03 0.00
C -1.09 3.67 1.56
O -1.75 3.80 2.53
O -0.65 1.31 1.94
C 0.76 1.43 -2.15
O 1.23 1.31 -3.25
O 0.22 0.44 -1.43
H 1.50 6.21 -2.58
H 1.31 3.94 -2.98
H -0.11 5.91 0.57
S -7.15 -0.66 2.67
C -5.65 -0.16 2.30
S -5.14 0.37 0.72
C -3.47 0.75 1.12
C -3.13 0.55 2.41
S -1.58 0.84 3.19
S -4.35 -0.10 3.49
S -2.51 1.44 -0.18
O 3.04 -4.21 1.80
C 3.01 -3.22 2.78
C 2.10 -2.05 2.30
C 2.16 -0.93 3.35
O 1.10 -0.03 3.06
C 0.68 -2.62 2.24
Se -0.65 -1.64 1.05
C 2.60 -1.57 0.93
Se 2.33 0.41 0.52
H 3.53 -4.97 2.13
H 4.02 -2.83 2.98
H 2.59 -3.62 3.72
H 3.12 -0.42 3.28
H 2.03 -1.34 4.35
H 1.19 0.74 3.64
H 0.23 -2.66 3.23
H 0.71 -3.62 1.81
H 2.10 -2.12 0.13
H 3.68 -1.72 0.84
N -2.00 -1.18 -1.51
C -1.26 -1.45 -2.69
C -1.21 -0.50 -3.71
C -0.46 -0.72 -4.84
C 0.24 -1.91 -4.99
C 0.19 -2.86 -3.98
C -0.54 -2.63 -2.83
H -2.78 -0.55 -1.70
H -2.36 -2.05 -1.11
H -1.73 0.44 -3.57
H -0.42 0.04 -5.61
H 0.82 -2.09 -5.88
H 0.74 -3.79 -4.09
H -0.55 -3.36 -2.03

Here are the natural (NBO) charges for atoms 1 to 8, given in e: 1.31, -0.65, 0.28, -0.20, 0.04, -0.48, -0.17, -0.22



No. 3
Below is a molecular structure, C21H20N2OPdS6, with properties calculated with ωB97M-V with the def2-TZVPD basis set.

Its total energy is -3513.976649 a.u. Its relative energy (zero: lowest compared OMol25 entry of this formula, charge and spin) is 28.2 kcal/mol. For the LUMO energy, the calculation gives 4.35 eV. For the HOMO energy, the calculation gives -0.2 eV. Its frontier orbital gap is 4.50 eV. Its total charge is -2.

CARTESIAN COORDINATES (ANGSTROEM)
Pd 0.03 -0.25 0.22
S 2.94 0.25 3.90
C 1.31 0.39 4.43
C 0.44 0.35 3.37
C 1.03 0.20 2.08
C 2.40 0.13 2.22
C 3.38 0.00 1.16
C 4.77 0.10 1.41
C 5.66 -0.01 0.37
C 5.18 -0.22 -0.92
C 3.81 -0.31 -1.08
N 2.94 -0.21 -0.09
H 1.07 0.50 5.48
H -0.63 0.43 3.52
H 5.13 0.28 2.42
H 6.73 0.07 0.55
H 5.84 -0.30 -1.77
H 3.37 -0.46 -2.07
O 1.08 0.07 -2.86
C -0.27 -0.09 -3.29
C -0.61 -1.56 -3.46
C -0.24 -2.42 -2.25
C -0.99 -2.18 -0.95
C -2.41 -2.26 -0.93
C -3.06 -2.51 0.24
C -2.30 -2.62 1.44
C -0.94 -2.44 1.36
N -0.26 -2.28 0.19
H 1.01 0.11 -1.89
H -0.40 0.45 -4.23
H -0.94 0.37 -2.56
H -0.08 -1.96 -4.33
H -1.68 -1.65 -3.69
H 0.82 -2.31 -2.04
H -0.40 -3.47 -2.54
H -2.96 -2.18 -1.86
H -4.14 -2.61 0.27
H -2.76 -2.78 2.40
H -0.31 -2.44 2.24
C -3.20 0.77 1.08
S -3.93 1.60 -0.35
C -3.13 3.15 -0.25
C -1.80 3.40 -0.44
S -0.48 2.40 -0.81
S -1.40 5.12 -0.25
C -2.97 5.75 0.11
S -3.30 7.38 0.28
S -4.15 4.52 0.15
H -3.67 -0.21 1.15
H -3.38 1.33 2.00
H -2.13 0.65 0.88

Here are the natural (NBO) charges for atoms 1 to 8, given in e: 0.31, 0.25, -0.44, -0.29, -0.32, -0.34, 0.21, -0.27



No. 4
Below is a molecular structure, C21H20N3O2PtSbSe4, with properties calculated with ωB97M-V with the def2-TZVPD basis set.

As for the spin multiplicity: 3. Its total energy is -11092.399868 a.u. For the LUMO energy (spin up / spin down), the calculation gives 3.85 / 3.85 eV. For the HOMO energy (spin up / spin down), the calculation gives -1.1 / -1.6 eV. Its expectation value of S² is 2.01. Its frontier orbital gap (spin up / spin down) is 4.99 / 5.40 eV. Its total charge is -2.

CARTESIAN COORDINATES (ANGSTROEM)
Pt 0.40 0.50 -1.87
Se 3.85 2.98 0.80
Sb 3.37 2.06 -1.42
Se 1.21 2.94 -2.25
Se 2.73 -0.33 -1.13
Se 5.09 2.33 -3.07
C -2.47 -3.01 4.38
C -1.71 -1.74 4.61
C -2.10 -0.82 5.58
C -1.41 0.37 5.76
C -0.30 0.67 4.98
N 0.34 1.90 5.20
C 1.47 2.41 4.54
O 2.33 2.99 5.18
N 1.52 2.22 3.20
C 0.42 2.05 2.32
C -0.83 2.59 2.51
C -1.80 2.37 1.53
C -1.47 1.65 0.41
N -0.25 1.12 0.23
C 0.68 1.32 1.16
C 0.12 -0.25 4.03
C -0.59 -1.43 3.85
H -3.22 -3.17 5.16
H -1.81 -3.88 4.36
H -3.00 -2.99 3.42
H -2.97 -1.03 6.20
H -1.75 1.08 6.50
H 0.33 2.23 6.15
H 2.36 2.55 2.71
H -1.05 3.19 3.38
H -2.80 2.78 1.63
H -2.18 1.44 -0.38
H 1.65 0.88 0.97
H 0.99 -0.05 3.41
H -0.25 -2.12 3.09
C 0.45 -0.17 -3.70
C 0.42 -0.61 -4.84
C 0.44 -1.11 -6.17
C 1.46 -1.99 -6.59
C 1.49 -2.50 -7.87
C 0.50 -2.15 -8.79
C -0.50 -1.28 -8.40
C -0.53 -0.77 -7.11
H 2.23 -2.25 -5.87
H 2.29 -3.17 -8.16
H 0.53 -2.55 -9.80
H -1.28 -0.99 -9.10
H -1.32 -0.09 -6.81
O -1.41 -2.12 -1.18
H -1.04 -2.05 -2.07
H -0.61 -2.01 -0.65

Here are the natural (NBO) charges for atoms 1 to 8, given in e: 0.51, -0.89, 1.07, -0.60, -0.64, -0.81, -0.62, -0.06



No. 5
Below is 2 unconnected molecules or ions with the total composition C21H20N3O9S in a non-equilibrium geometry, with properties calculated with ωB97M-V with the def2-TZVPD basis set.

Its total energy is -2051.708362 a.u. Its relative energy (zero: lowest compared OMol25 entry of this formula, charge and spin) is 0.0 kcal/mol. For the LUMO energy, the calculation gives 0.65 eV. For the HOMO energy, the calculation gives -3.5 eV. Its frontier orbital gap is 4.15 eV. Its total charge is -1.

CARTESIAN COORDINATES (ANGSTROEM)
C 2.10 -1.93 2.49
C 1.28 -1.83 1.23
O 0.38 -0.73 1.36
C -0.41 -0.57 0.23
C -1.35 0.50 0.48
C -2.15 1.09 -0.54
C -2.77 2.44 -0.23
O -2.33 0.55 -1.63
O -0.24 -1.27 -0.76
H 2.74 -2.81 2.43
H 2.75 -1.04 2.61
H 1.45 -2.03 3.37
H 1.94 -1.70 0.36
H 0.69 -2.75 1.09
H -1.26 0.98 1.46
H -2.47 2.85 0.74
H -2.46 3.14 -1.02
H -3.87 2.39 -0.27
C -8.02 3.74 1.71
C -7.46 2.47 2.29
C -8.15 1.81 3.32
C -7.65 0.65 3.90
C -6.45 0.11 3.43
S -5.82 -1.42 4.09
O -4.45 -1.34 4.51
O -6.84 -2.07 4.86
N -5.63 -2.35 2.63
C -6.74 -2.89 1.94
C -8.08 -2.60 2.05
C -8.94 -3.16 1.10
N -10.33 -2.82 1.11
O -11.08 -3.33 0.24
O -10.76 -2.03 1.97
C -8.44 -4.04 0.09
C -7.09 -4.36 0.04
C -6.21 -3.76 0.94
C -4.76 -3.71 1.10
N -3.83 -4.54 0.46
O -4.21 -5.31 -0.45
O -2.63 -4.51 0.86
C -4.45 -2.81 2.10
C -5.73 0.77 2.42
C -6.26 1.91 1.83
H -7.36 4.13 0.93
H -9.02 3.57 1.29
H -8.12 4.50 2.50
H -9.10 2.22 3.67
H -8.20 0.14 4.69
H -8.47 -1.93 2.81
H -9.15 -4.44 -0.63
H -6.69 -5.05 -0.71
H -3.47 -2.52 2.44
H -4.78 0.37 2.09
H -5.72 2.39 1.01

Here are the natural (NBO) charges for atoms 1 to 8, given in e: -0.62, -0.07, -0.56, 0.74, -0.66, 0.47, -0.69, -0.68



No. 6
Below is a single C21H20O4 molecule in a non-equilibrium geometry, with properties calculated with ωB97M-V with the def2-TZVPD basis set.

Its total energy is -1113.043233 a.u. Its relative energy (zero: lowest compared OMol25 entry of this formula, charge and spin) is 59.0 kcal/mol. For the LUMO energy, the calculation gives 0.22 eV. For the HOMO energy, the calculation gives -8.8 eV. Its frontier orbital gap is 9.05 eV. Its total charge is 0. As for the SMILES: O=C1CCCC(=O)C1C(C#Cc1ccccc1)C1C(=O)CCCC1=O.

CARTESIAN COORDINATES (ANGSTROEM)
O 0.71 -2.45 -3.44
C 0.12 -2.47 -2.36
C -0.96 -3.61 -2.23
C -0.47 -4.62 -1.12
C 0.29 -4.02 0.09
C 1.18 -2.89 -0.40
O 2.32 -2.85 -0.04
C 0.67 -1.73 -1.17
C -0.53 -0.87 -0.58
C -0.07 -0.04 0.61
C 0.37 0.62 1.51
C 1.23 1.37 2.44
C 2.53 0.98 2.66
C 3.24 1.69 3.58
C 2.67 2.86 4.14
C 1.40 3.29 3.91
C 0.69 2.47 3.09
C -1.08 0.23 -1.54
C -0.08 1.42 -1.70
O 1.17 1.49 -1.59
C -0.70 2.77 -2.04
C -1.53 3.17 -0.85
C -2.76 2.12 -0.90
C -2.43 0.63 -0.99
O -3.23 -0.26 -0.85
H -1.99 -3.28 -1.93
H -1.05 -4.17 -3.16
H 0.13 -5.38 -1.64
H -1.41 -5.09 -0.78
H -0.37 -3.71 0.92
H 0.89 -4.83 0.47
H 1.50 -1.04 -1.52
H -1.29 -1.59 -0.24
H 2.96 0.07 2.13
H 4.27 1.54 3.72
H 3.17 3.41 4.88
H 0.99 4.31 4.28
H -0.25 2.73 2.81
H -1.21 -0.11 -2.56
H -1.34 2.72 -2.94
H -0.01 3.57 -2.24
H -1.94 4.09 -0.85
H -0.95 2.93 0.03
H -3.34 2.27 0.06
H -3.53 2.28 -1.67

Here are the natural (NBO) charges for atoms 1 to 8, given in e: -0.53, 0.58, -0.50, -0.39, -0.52, 0.59, -0.50, -0.42



No. 7
Below is a molecular structure, C21H21BBaN12O6 in a non-equilibrium geometry, with properties calculated with ωB97M-V with the def2-TZVPD basis set.

As for the spin multiplicity: 2. Its total energy is -1971.961483 a.u. Its relative energy (zero: lowest compared OMol25 entry of this formula, charge and spin) is 2.8 kcal/mol. For the LUMO energy (spin up / spin down), the calculation gives 2.33 / 0.43 eV. For the HOMO energy (spin up / spin down), the calculation gives -6.2 / -6.2 eV. Its expectation value of S² is 0.76. Its frontier orbital gap (spin up / spin down) is 8.50 / 6.59 eV. Its total charge is -1.

CARTESIAN COORDINATES (ANGSTROEM)
Ba -0.53 0.87 -0.46
O 0.99 -2.42 3.26
C 2.36 -2.24 2.99
C 2.94 -1.03 3.73
N 2.37 0.25 3.32
C 1.03 0.61 3.74
C 0.05 0.69 2.54
O -0.67 1.67 2.38
O 0.12 -0.33 1.76
C 3.04 1.08 2.47
C 2.92 0.48 0.72
O 3.62 -0.49 0.60
O 2.21 1.22 0.09
H 0.52 -1.80 2.66
H 2.56 -2.15 1.92
H 2.90 -3.12 3.36
H 4.02 -0.98 3.56
H 2.76 -1.15 4.80
H 1.05 1.57 4.24
H 0.65 -0.16 4.41
H 4.12 1.05 2.56
H 2.60 2.07 2.41
C 1.71 -0.13 -4.22
C 1.90 -0.35 -2.85
N 0.82 -0.90 -2.30
N -0.07 -1.07 -3.31
C 0.44 -0.60 -4.47
B -1.47 -1.69 -3.15
N -1.60 -2.39 -1.77
C -1.57 -3.71 -1.52
C -1.63 -3.90 -0.16
C -1.70 -2.60 0.36
N -1.68 -1.69 -0.61
N -2.51 -0.56 -3.29
C -3.75 -0.55 -3.81
C -4.33 0.67 -3.54
C -3.35 1.36 -2.82
N -2.26 0.62 -2.66
N -1.62 -2.78 -4.23
C -0.62 -3.52 -4.76
C -1.19 -4.56 -5.46
C -2.57 -4.37 -5.30
N -2.82 -3.31 -4.54
H 2.40 0.30 -4.93
H 2.74 -0.12 -2.22
H -0.13 -0.64 -5.38
H -1.51 -4.42 -2.33
H -1.64 -4.83 0.38
H -1.75 -2.27 1.38
H -4.12 -1.42 -4.33
H -5.31 1.01 -3.82
H -3.38 2.35 -2.39
H 0.41 -3.26 -4.58
H -0.67 -5.32 -6.02
H -3.38 -4.95 -5.69
O -0.52 3.55 -0.39
N -1.78 3.38 -0.35
C -2.55 4.45 -0.26
C -2.03 5.77 -0.20
N -1.60 6.84 -0.15
C -3.96 4.24 -0.25
N -5.10 4.08 -0.23

Here are the natural (NBO) charges for atoms 1 to 8, given in e: 1.84, -0.76, -0.08, -0.24, -0.25, -0.35, 0.76, -0.69